Entry 1:
# C37H67GeI2N8O4PRb

C37H67GeI2N8O4PRb as an isolated structure (wB97M-V/def2-TZVPD, OMol25).

Positions of all 121 atoms, in Å:
Rb1 -0.76 -0.51 0.19
C1 -3.20 0.34 -2.96
C2 -2.75 -1.12 -2.94
C3 -3.70 -1.93 -2.06
C4 -2.76 -1.69 -4.36
O1 -1.47 -1.22 -2.34
Ge1 0.21 -0.91 -3.16
O2 1.01 -1.95 -1.73
C5 1.17 -3.37 -1.92
C6 1.54 -3.96 -0.57
C7 -0.12 -4.02 -2.41
C8 2.28 -3.62 -2.93
O3 0.66 0.61 -2.05
C9 0.79 1.93 -2.58
C10 -0.31 2.79 -1.96
C11 2.16 2.48 -2.21
C12 0.64 1.99 -4.10
H1 -4.22 0.44 -3.34
H2 -2.54 0.94 -3.60
H3 -3.16 0.74 -1.94
H4 -4.72 -1.89 -2.44
H5 -3.70 -1.55 -1.03
H6 -3.38 -2.98 -2.03
H7 -3.76 -1.65 -4.78
H8 -2.43 -2.73 -4.35
H9 -2.09 -1.12 -5.01
H10 0.78 -3.71 0.18
H11 2.51 -3.59 -0.22
H12 1.61 -5.05 -0.62
H13 -0.95 -3.78 -1.74
H14 0.01 -5.10 -2.46
H15 -0.39 -3.66 -3.41
H16 3.21 -3.14 -2.61
H17 2.02 -3.22 -3.91
H18 2.48 -4.69 -3.05
H19 -0.22 2.80 -0.87
H20 -1.29 2.37 -2.23
H21 -0.26 3.82 -2.32
H22 2.29 2.51 -1.12
H23 2.30 3.49 -2.59
H24 2.94 1.85 -2.63
H25 -0.34 1.62 -4.42
H26 1.40 1.39 -4.60
H27 0.73 3.02 -4.44
I1 -2.19 -4.79 7.10
C13 -2.39 -3.63 5.42
C14 -2.28 -4.21 4.15
C15 -2.41 -3.44 3.03
I2 -2.24 -4.25 1.15
C16 -2.67 -2.01 3.13
O4 -2.78 -1.29 2.11
C17 -2.78 -1.44 4.47
C18 -3.11 0.02 4.59
N1 -2.17 0.94 3.94
C19 -0.85 0.94 4.57
C20 0.10 1.77 3.74
C21 0.76 2.88 4.26
C22 1.59 3.62 3.44
C23 1.74 3.22 2.12
C24 1.05 2.10 1.69
N2 0.25 1.38 2.47
C25 -2.63 -2.24 5.56
H28 -2.10 -5.27 4.07
H29 -3.18 0.30 5.64
H30 -4.10 0.18 4.15
H31 -2.04 0.61 2.98
H32 -0.43 -0.07 4.68
H33 -0.94 1.36 5.57
H34 0.61 3.15 5.30
H35 2.12 4.48 3.82
H36 2.37 3.77 1.43
H37 1.15 1.77 0.66
H38 -2.72 -1.82 6.56
N3 5.58 -0.84 -2.20
C26 6.09 -1.37 -0.92
C27 4.95 -2.10 -0.20
C28 3.87 -1.14 0.31
N4 3.16 -0.52 -0.85
C29 4.48 -0.09 1.23
C30 5.64 0.68 0.60
N5 5.10 1.63 -0.38
C31 6.66 -0.27 -0.03
H39 5.48 -1.60 -2.87
H40 6.25 -0.19 -2.61
H41 3.88 -0.30 -1.57
H42 6.89 -2.10 -1.08
H43 5.35 -2.65 0.65
H44 4.51 -2.84 -0.87
H45 3.12 -1.71 0.86
H46 2.68 0.34 -0.61
H47 2.41 -1.16 -1.26
H48 4.84 -0.61 2.13
H49 3.71 0.61 1.57
H50 6.17 1.21 1.41
H51 5.84 2.03 -0.94
H52 4.66 2.41 0.10
H53 7.21 -0.75 0.78
H54 7.40 0.31 -0.59
C32 -5.53 4.12 0.56
N6 -5.12 3.41 1.86
C33 -4.28 4.39 2.70
N7 -3.18 4.89 1.95
C34 -3.64 5.53 0.72
N8 -4.39 4.60 -0.13
C35 -3.55 3.53 -0.68
P1 -2.77 2.46 0.64
C36 -4.34 2.15 1.58
C37 -2.16 3.86 1.70
H55 -6.18 4.94 0.85
H56 -6.08 3.39 -0.04
H57 -5.96 3.18 2.38
H58 -3.95 3.85 3.58
H59 -4.96 5.20 2.97
H60 -2.78 5.90 0.17
H61 -4.28 6.37 0.97
H62 -2.75 3.99 -1.27
H63 -4.14 2.92 -1.36
H64 -4.09 1.71 2.54
H65 -4.99 1.47 1.02
H66 -1.31 4.33 1.21
H67 -1.82 3.46 2.65

- HOMO energy (alpha / beta) (Ha) = -0.419 / -0.419
- LUMO level (alpha / beta) (Eh) = -0.1566 / -0.2455
- net charge = +2
- spin multiplicity = 2
- strongest force on any atom (eV/A) = 0.301



Entry 2:
# C37H68FN2O4P3S4

A 4-piece molecular cluster, C37H68FN2O4P3S4 overall at a distorted geometry (wB97M-V/def2-TZVPD, OMol25).

Positions of all 119 atoms, in Å:
C1 0.54 2.45 -8.31
C2 0.65 1.60 -7.03
P1 0.04 2.49 -5.49
C3 0.44 4.26 -5.84
C4 1.10 1.80 -4.16
C5 1.48 0.48 -4.30
C6 2.23 -0.20 -3.37
C7 2.59 -1.66 -3.56
P2 1.10 -2.67 -3.91
O1 -0.06 -1.94 -3.40
O2 0.94 -2.96 -5.49
O3 1.21 -4.05 -3.07
C8 2.65 0.49 -2.25
C9 2.33 1.82 -2.06
C10 1.54 2.47 -3.01
S1 1.08 4.16 -2.74
N1 2.78 2.57 -0.91
C11 4.23 2.89 -1.11
C12 4.50 4.42 -0.96
C13 4.57 5.14 -2.34
S2 3.88 6.85 -2.29
C14 2.58 1.84 0.30
C15 2.04 2.53 1.36
F1 1.76 3.83 1.22
C16 1.78 1.89 2.57
P3 1.04 2.91 3.91
N2 1.84 4.24 4.18
C17 2.07 0.54 2.68
O4 1.77 -0.09 3.86
C18 2.64 -0.17 1.64
S3 3.01 -1.91 1.80
C19 2.89 0.51 0.46
S4 3.62 -0.28 -0.96
H1 -0.43 2.95 -8.36
H2 0.80 1.90 -9.21
H3 1.28 3.26 -8.22
H4 0.22 0.60 -7.12
H5 1.73 1.45 -6.85
H6 1.50 4.48 -6.05
H7 0.07 4.90 -5.04
H8 -0.15 4.54 -6.72
H9 1.16 -0.09 -5.17
H10 2.96 -2.04 -2.60
H11 3.39 -1.78 -4.30
H12 0.06 -3.34 -5.65
H13 1.43 -4.81 -3.62
H14 1.23 4.33 -1.41
H15 4.89 2.39 -0.39
H16 4.54 2.61 -2.12
H17 5.50 4.51 -0.51
H18 3.73 4.87 -0.34
H19 5.59 5.24 -2.69
H20 3.93 4.60 -3.05
H21 3.54 7.00 -0.99
H22 0.93 2.10 5.06
H23 -0.25 3.31 3.48
H24 2.66 4.30 3.58
H25 0.83 -0.30 3.88
H26 2.10 -2.57 1.05
C20 -3.99 5.64 7.42
C21 -2.82 6.61 7.52
C22 -1.90 6.57 6.30
C23 -1.20 5.23 6.06
C24 -0.35 4.72 7.22
C25 0.81 5.64 7.56
H27 -3.66 4.61 7.36
H28 -4.63 5.73 8.30
H29 -4.60 5.86 6.54
H30 -2.25 6.41 8.43
H31 -3.21 7.63 7.62
H32 -1.14 7.36 6.40
H33 -2.48 6.82 5.40
H34 -0.57 5.32 5.17
H35 -1.96 4.47 5.81
H36 0.04 3.74 6.96
H37 -0.97 4.57 8.11
H38 1.47 5.76 6.69
H39 1.40 5.23 8.37
H40 0.47 6.63 7.87
C26 -2.46 -6.34 3.15
C27 -1.09 -7.01 3.17
C28 0.04 -6.06 3.56
C29 0.26 -4.88 2.61
C30 0.54 -5.27 1.16
C31 1.82 -6.07 0.99
H41 -2.50 -5.53 2.42
H42 -3.24 -7.06 2.89
H43 -2.70 -5.93 4.13
H44 -0.89 -7.46 2.19
H45 -1.12 -7.84 3.88
H46 0.97 -6.64 3.65
H47 -0.16 -5.67 4.56
H48 1.09 -4.28 2.99
H49 -0.62 -4.23 2.64
H50 0.62 -4.35 0.56
H51 -0.30 -5.83 0.74
H52 2.69 -5.51 1.35
H53 1.99 -6.30 -0.07
H54 1.78 -7.02 1.52
C32 -6.51 -4.02 -3.71
C33 -5.22 -4.45 -4.39
C34 -4.62 -5.73 -3.80
C35 -4.21 -5.63 -2.33
C36 -3.20 -4.52 -2.01
C37 -1.86 -4.70 -2.72
H55 -6.36 -3.80 -2.65
H56 -6.91 -3.12 -4.18
H57 -7.27 -4.81 -3.79
H58 -4.49 -3.63 -4.34
H59 -5.42 -4.62 -5.45
H60 -3.75 -6.02 -4.40
H61 -5.34 -6.54 -3.90
H62 -3.79 -6.59 -2.02
H63 -5.10 -5.48 -1.71
H64 -3.03 -4.51 -0.93
H65 -3.62 -3.54 -2.26
H66 -1.41 -5.66 -2.43
H67 -1.18 -3.91 -2.44
H68 -1.97 -4.68 -3.80

- SMILES = CCP(C)c1cc(CP(=O)(O)O)c2c(c1S)N(CCCS)c1c(F)c([PH2]=N)c(O)c(S)c1S2.CCCCCC.CCCCCC.CCCCCC
- HOMO energy (Ha) = -0.287
- LUMO level (Eh) = -0.0020
- strongest force on any atom (eV/A) = 2.308



Entry 3:
# C37H70BN10Sr

C37H70BN10Sr as an isolated structure (wB97M-V/def2-TZVPD, OMol25).

Positions of all 119 atoms, in Å:
Sr1 0.95 1.55 0.56
C1 1.71 5.32 1.49
C2 0.61 4.76 2.39
N1 0.64 3.30 2.58
C3 1.64 2.87 3.58
C4 1.43 1.42 3.99
N2 1.56 0.46 2.87
C5 2.78 -0.37 2.93
C6 4.08 0.34 2.55
C7 4.39 0.42 1.06
N3 3.63 1.43 0.31
C8 4.14 2.80 0.48
C9 3.53 3.74 -0.55
N4 2.06 3.80 -0.52
C10 1.53 5.09 -0.02
H1 2.69 4.97 1.81
H2 1.72 6.40 1.65
H3 -0.36 5.00 1.95
H4 0.66 5.26 3.36
H5 -0.27 3.03 2.95
H6 1.59 3.50 4.48
H7 2.64 3.01 3.17
H8 0.43 1.32 4.42
H9 2.13 1.18 4.79
H10 0.78 -0.19 2.90
H11 2.61 -1.22 2.25
H12 2.89 -0.79 3.94
H13 4.89 -0.23 3.01
H14 4.13 1.33 3.02
H15 4.18 -0.55 0.61
H16 5.47 0.60 0.94
H17 3.71 1.19 -0.68
H18 5.23 2.83 0.37
H19 3.91 3.14 1.49
H20 3.85 3.42 -1.54
H21 3.96 4.74 -0.40
H22 1.74 3.71 -1.48
H23 0.47 5.14 -0.26
H24 2.02 5.91 -0.55
C11 3.16 0.70 -4.47
C12 2.25 1.55 -3.59
C13 1.84 2.84 -4.29
C14 1.06 0.76 -3.14
C15 -0.08 0.38 -3.86
C16 -0.86 -0.34 -2.97
C17 -2.28 -0.79 -3.16
C18 -2.48 -1.46 -4.52
C19 -3.20 0.42 -3.01
N5 -0.17 -0.42 -1.80
N6 0.99 0.29 -1.90
B1 -0.45 -1.02 -0.39
N7 -1.74 -0.40 0.20
N8 -1.61 0.92 0.53
C20 -2.81 1.33 0.92
C21 -3.73 0.29 0.85
C22 -3.01 -0.80 0.38
C23 -3.47 -2.22 0.16
C24 -4.88 -2.26 -0.41
C25 -3.38 -3.00 1.47
C26 -2.99 2.73 1.44
C27 -3.05 2.73 2.97
C28 -4.22 3.40 0.85
N9 -0.25 -2.50 -0.09
N10 0.05 -2.72 1.22
C29 0.17 -4.03 1.36
C30 -0.04 -4.68 0.13
C31 -0.28 -3.68 -0.77
C32 -0.47 -3.77 -2.26
C33 -1.03 -5.12 -2.67
C34 0.84 -3.47 -2.99
C35 0.49 -4.63 2.71
C36 0.90 -6.09 2.60
C37 -0.69 -4.46 3.67
H25 4.05 1.26 -4.76
H26 3.47 -0.21 -3.96
H27 2.63 0.41 -5.39
H28 2.80 1.81 -2.68
H29 1.29 2.62 -5.21
H30 1.18 3.46 -3.67
H31 2.71 3.43 -4.56
H32 -0.32 0.62 -4.88
H33 -2.52 -1.51 -2.37
H34 -2.29 -0.75 -5.33
H35 -1.81 -2.31 -4.66
H36 -3.50 -1.81 -4.62
H37 -2.99 1.15 -3.79
H38 -4.25 0.11 -3.12
H39 -3.08 0.89 -2.04
H40 0.45 -0.55 0.24
H41 -4.78 0.31 1.10
H42 -2.79 -2.69 -0.55
H43 -5.60 -1.83 0.29
H44 -4.96 -1.71 -1.35
H45 -5.18 -3.29 -0.60
H46 -4.06 -2.58 2.22
H47 -3.65 -4.04 1.31
H48 -2.36 -2.97 1.87
H49 -2.10 3.30 1.13
H50 -3.96 2.24 3.32
H51 -2.21 2.19 3.41
H52 -3.05 3.75 3.37
H53 -5.13 2.86 1.13
H54 -4.32 4.43 1.21
H55 -4.18 3.43 -0.24
H56 0.01 -5.74 -0.07
H57 -1.20 -3.01 -2.55
H58 -0.33 -5.92 -2.44
H59 -1.97 -5.34 -2.16
H60 -1.22 -5.15 -3.75
H61 1.58 -4.24 -2.74
H62 0.69 -3.48 -4.07
H63 1.25 -2.50 -2.71
H64 1.34 -4.06 3.12
H65 0.07 -6.69 2.22
H66 1.75 -6.22 1.93
H67 1.17 -6.49 3.58
H68 -1.56 -5.01 3.31
H69 -0.44 -4.84 4.66
H70 -0.97 -3.41 3.77

- HOMO energy (Ha) = -0.382
- LUMO level (Eh) = -0.0690
- net charge = +1
- strongest force on any atom (eV/A) = 0.629



Entry 4:
# C37H70KN9O5

C37H70KN9O5 as an isolated structure at a distorted geometry (wB97M-V/def2-TZVPD, OMol25).

Positions of all 122 atoms, in Å:
K1 -0.92 1.79 -0.33
C1 -3.84 2.82 -1.69
N1 -3.39 1.82 -0.75
C2 -3.92 2.06 0.58
C3 -3.62 0.46 -1.22
C4 -2.78 -0.63 -0.50
N2 -1.30 -0.44 -0.48
C5 -0.69 -1.66 0.12
C6 -1.03 -1.81 1.61
C7 -1.15 -3.07 2.21
C8 -1.45 -3.19 3.56
C9 -1.56 -1.99 4.29
C10 -1.42 -0.69 3.71
C11 -1.16 -0.59 2.32
O1 -1.06 0.48 1.61
C12 -1.52 0.57 4.62
C13 -2.64 1.53 4.14
C14 -0.17 1.32 4.64
C15 -1.85 0.26 6.10
C16 -1.62 -4.57 4.20
C17 -0.31 -5.38 4.06
C18 -2.76 -5.33 3.48
C19 -1.98 -4.54 5.70
C20 -0.85 -0.30 -1.89
C21 0.61 -0.61 -2.27
C22 0.86 -1.65 -3.19
C23 2.15 -1.95 -3.63
C24 3.17 -1.12 -3.14
C25 2.96 -0.06 -2.21
C26 1.64 0.18 -1.72
O2 1.34 1.03 -0.82
C27 4.18 0.82 -1.77
C28 3.94 2.30 -2.13
C29 5.51 0.44 -2.46
C30 4.44 0.68 -0.25
C31 2.46 -3.09 -4.60
C32 1.23 -3.94 -4.99
C33 3.50 -4.05 -3.97
C34 3.04 -2.50 -5.91
H1 -4.92 2.77 -1.86
H2 -3.34 2.70 -2.66
H3 -3.60 3.83 -1.34
H4 -5.02 2.09 0.58
H5 -3.56 3.01 0.98
H6 -3.63 1.29 1.30
H7 -3.40 0.40 -2.29
H8 -4.68 0.20 -1.12
H9 -3.02 -1.58 -1.00
H10 -3.19 -0.74 0.51
H11 0.41 -1.63 0.08
H12 -1.01 -2.56 -0.42
H13 -1.02 -3.94 1.58
H14 -1.77 -2.06 5.35
H15 -2.38 2.04 3.21
H16 -2.82 2.32 4.88
H17 -3.58 0.99 3.99
H18 0.11 1.73 3.67
H19 0.64 0.66 4.96
H20 -0.20 2.17 5.34
H21 -2.82 -0.25 6.20
H22 -1.92 1.18 6.70
H23 -1.08 -0.36 6.57
H24 -0.04 -5.55 3.01
H25 -0.40 -6.36 4.53
H26 0.53 -4.85 4.53
H27 -2.54 -5.51 2.42
H28 -3.70 -4.77 3.54
H29 -2.93 -6.32 3.94
H30 -1.19 -4.06 6.29
H31 -2.10 -5.55 6.10
H32 -2.92 -4.00 5.88
H33 -1.05 0.73 -2.23
H34 -1.47 -0.94 -2.53
H35 0.00 -2.22 -3.54
H36 4.18 -1.32 -3.50
H37 3.70 2.41 -3.20
H38 4.83 2.91 -1.93
H39 3.13 2.76 -1.56
H40 5.45 0.53 -3.55
H41 5.82 -0.59 -2.22
H42 6.33 1.09 -2.13
H43 3.64 1.10 0.37
H44 5.36 1.21 0.04
H45 4.56 -0.37 0.03
H46 0.77 -4.40 -4.10
H47 1.51 -4.75 -5.67
H48 0.46 -3.34 -5.49
H49 3.13 -4.45 -3.02
H50 4.46 -3.55 -3.78
H51 3.70 -4.89 -4.64
H52 2.34 -1.80 -6.38
H53 3.25 -3.30 -6.64
H54 3.98 -1.97 -5.74
N3 -1.91 3.56 -1.61
N4 -1.10 3.94 -2.71
C35 0.16 3.36 -2.84
N5 0.83 4.04 -3.83
N6 0.57 2.35 -2.13
N7 1.81 1.89 -2.33
O3 2.29 1.84 -3.47
O4 2.44 1.50 -1.33
H55 -2.84 3.27 -1.98
H56 -2.09 4.39 -1.01
H57 -1.11 4.92 -2.97
H58 0.25 4.23 -4.64
H59 1.67 3.56 -4.14
N8 0.11 1.90 1.86
C36 0.80 3.19 1.87
C37 1.59 3.42 0.57
N9 0.70 3.57 -0.58
H60 -0.48 1.82 2.72
H61 0.83 1.14 1.90
H62 1.49 3.22 2.72
H63 0.07 3.99 2.02
H64 2.28 2.58 0.39
H65 2.20 4.33 0.67
H66 1.26 3.63 -1.46
H67 0.17 4.47 -0.47
O5 -1.95 3.39 1.07
H68 -1.40 4.21 0.97
H69 -1.76 3.08 1.99
H70 -1.89 1.67 -2.37

- HOMO energy (alpha / beta) (Ha) = 0.026 / 0.026
- LUMO level (alpha / beta) (Eh) = 0.1351 / 0.1350
- net charge = -2
- strongest force on any atom (eV/A) = 16.935